Entry 1:
2 unconnected molecules or ions with the total composition C6H13N2O at a distorted geometry. Source: OMol25; level of theory: ωB97M-V/def2-TZVPD.

The geometry in ORCA input format:
```
! RIJCOSX wB97M-V def2-TZVPD def2/J DEFGRID3
* xyz 1 1
O 0.149 -1.145 -0.283
N 1.370 1.404 2.040
N -1.463 0.209 -1.205
C 2.730 1.798 2.352
C -0.495 -0.048 -0.405
C -2.371 1.209 -1.644
C -2.380 -0.162 -2.230
C -0.152 -2.309 -1.059
C 2.353 0.371 2.303
H -3.170 -0.851 -1.958
H 0.734 1.554 2.821
H -1.979 -0.314 -3.225
H -0.123 0.739 0.267
H 0.663 -3.005 -0.870
H 2.634 -0.214 1.437
H 3.277 2.227 1.524
H 2.939 2.254 3.311
H -1.953 2.028 -2.216
H -1.091 -2.755 -0.726
H -0.198 -2.079 -2.123
H -3.151 1.496 -0.951
H 2.300 -0.191 3.227
*
```

Computed properties:
HOMO energy ... -12.6 eV
E ... -420.81250 hartree
Gap between HOMO and LUMO ... 9.253 eV

natural (NBO) atomic charge list, values in e, 6 entries:
1 O -0.40
2 N -0.64
3 N -0.36
4 C -0.25
5 C 0.56
6 C -0.20

Entry 2:
2 unconnected molecules or ions with the total composition C22H38NO7 at a distorted geometry. Source: OMol25; level of theory: ωB97M-V/def2-TZVPD.

The geometry in ORCA input format:
```
! RIJCOSX wB97M-V def2-TZVPD def2/J DEFGRID3
* xyz 1 1
O -6.859 -3.444 -0.466
O 4.361 -2.500 0.642
O -8.152 -1.558 -0.275
O 2.422 7.250 -0.949
O 1.976 -2.777 0.654
O -8.990 -3.303 -1.317
O -0.358 -4.137 -0.109
N 2.260 2.086 3.535
C 5.446 0.502 1.070
C -7.892 -2.828 -0.673
C 5.917 2.226 -1.023
C 0.495 -3.622 -1.208
C 0.989 7.193 -0.613
C 3.166 6.106 -0.381
C 6.124 1.949 0.575
C 1.521 -2.421 -0.703
C 3.614 1.976 2.821
C -7.106 -0.968 0.491
C -2.886 -3.885 -0.705
C 3.594 3.505 -0.216
C -8.900 -4.658 -1.774
C 2.506 4.630 -0.804
C 3.190 -1.964 0.998
C -1.509 -4.822 -0.782
C 1.500 -0.385 2.603
C 4.048 0.688 1.905
C 1.188 0.992 3.451
C 2.960 -0.559 1.810
C -9.142 -5.629 -0.632
C 4.601 3.096 -1.439
H 2.954 2.565 0.059
H -1.758 -5.846 -0.259
H -3.028 -3.199 -1.649
H 1.543 4.497 -0.141
H 4.973 4.011 -2.099
H 0.456 6.657 -1.532
H -8.354 -5.555 0.124
H 3.337 6.193 0.796
H 4.363 2.887 2.936
H 5.901 1.202 -1.617
H -7.344 0.090 0.634
H 4.268 6.088 -0.840
H 2.463 -2.377 -1.397
H 0.753 6.675 0.418
H 1.110 -4.536 -1.619
H 0.691 -1.247 2.521
H 0.561 8.281 -0.551
H -0.207 -3.134 -2.010
H 6.878 2.805 -1.422
H 4.110 4.033 0.701
H -9.172 -6.659 -0.998
H -7.049 -1.447 1.474
H 2.089 2.979 4.070
H -3.847 -4.568 -0.617
H 5.356 -0.148 0.099
H 2.319 4.524 -1.956
H -10.087 -5.403 -0.127
H 0.171 1.192 4.007
H -9.680 -4.788 -2.532
H 6.243 -0.028 1.783
H -2.797 -3.191 0.241
H 0.949 -1.389 -0.604
H -1.269 -5.078 -1.911
H -7.938 -4.843 -2.266
H -6.144 -1.036 -0.028
H 3.961 2.422 -2.188
H 7.296 1.782 0.731
H 5.845 2.846 1.282
*
```

Computed properties:
HOMO energy ... -11.9 eV
E ... -1441.72435 hartree
Gap between HOMO and LUMO ... 6.109 eV

natural (NBO) atomic charge list, values in e, 6 entries:
1 O -0.65
2 O -0.48
3 O -0.49
4 O -0.55
5 O -0.54
6 O -0.49

Entry 3:
16 unconnected molecules or ions with the total composition C2H35O16 at a distorted geometry. Source: OMol25; level of theory: ωB97M-V/def2-TZVPD.

The geometry in ORCA input format:
```
! RIJCOSX wB97M-V def2-TZVPD def2/J DEFGRID3
* xyz -1 1
O 1.711 -2.857 3.079
O -0.829 1.619 -0.948
O -0.566 0.161 -4.077
O -3.084 1.814 0.821
O 1.708 2.084 -2.893
O -0.905 -3.044 -2.004
O -1.477 4.173 -2.235
O -0.041 3.142 3.420
O -0.729 -0.598 3.494
O -2.381 -2.380 0.555
O 0.668 3.670 0.526
O 0.090 -3.469 1.001
O 2.569 -2.743 -0.365
O 2.591 -0.375 -2.356
O -3.321 0.322 -2.111
O 3.223 -0.480 3.219
C -0.366 0.373 -0.519
C 0.750 0.217 0.479
H -0.008 -0.209 -1.380
H 0.524 0.861 1.332
H 1.082 -2.961 2.348
H -2.368 -1.740 1.272
H 3.502 -0.088 -2.265
H -1.233 -0.164 -0.109
H -2.388 1.603 0.177
H 2.088 0.445 -2.491
H 1.678 0.556 0.015
H -2.900 -1.960 -0.138
H -1.562 -0.211 3.211
H 0.728 3.701 3.296
H -0.553 -3.937 -2.024
H 2.295 -0.300 3.050
H -0.307 -0.707 -3.759
H 1.616 3.535 0.458
H -3.301 0.974 1.229
H -0.960 -1.479 3.797
H -3.165 0.478 -3.045
H -0.825 -3.207 0.822
H -0.289 0.766 -3.383
H -0.336 2.947 2.525
H -2.410 4.066 -2.432
H -2.486 0.561 -1.690
H 1.692 -2.816 0.018
H 3.245 -1.413 3.442
H 2.620 -1.822 -0.636
H 0.854 -0.832 0.755
H -1.261 3.409 -1.687
H 0.281 2.960 -0.009
H 2.440 2.685 -2.734
H 1.164 -2.671 3.846
H -0.256 -2.539 -1.506
H 1.069 2.287 -2.196
H 0.120 -4.409 0.804
*
```

Computed properties:
HOMO energy ... -5.7 eV
E ... -1301.09944 hartree
Gap between HOMO and LUMO ... 7.650 eV

natural (NBO) atomic charge list, values in e, 6 entries:
1 O -0.97
2 O -1.05
3 O -0.96
4 O -0.96
5 O -0.96
6 O -0.94

Entry 4:
A molecular structure, C25H26F3N4PtS3 at a distorted geometry. Source: OMol25; level of theory: ωB97M-V/def2-TZVPD.

The geometry in ORCA input format:
```
! RIJCOSX wB97M-V def2-TZVPD def2/J DEFGRID3
* xyz 1 1
Pt 0.056 0.040 0.119
S -0.035 -2.326 0.056
S 2.425 0.107 0.099
S 0.117 2.353 -0.046
F -2.331 0.081 -1.312
F -2.495 1.335 0.450
F -2.640 -0.797 0.656
N 4.092 2.132 -0.198
N 2.065 3.959 -0.778
N -1.217 -2.712 2.428
N 1.068 -2.308 2.484
C 1.754 2.735 -0.349
C 2.442 7.836 2.351
C 1.952 6.582 2.696
C 2.813 1.742 -0.192
C 4.388 3.560 -0.257
C 5.129 0.853 -2.820
C -1.960 0.170 -0.003
C 2.118 7.321 0.027
C 5.224 1.215 -0.335
C 7.088 1.889 -1.892
C -2.536 -3.056 4.398
C 1.127 -2.401 3.830
C 5.681 0.945 -4.088
C 7.643 1.978 -3.161
C -1.224 -2.794 3.757
C 2.460 -2.246 4.476
C 1.158 5.104 -0.702
C 1.617 6.071 0.366
C -0.042 -2.637 4.501
C 5.833 1.321 -1.714
C 3.432 4.223 -1.214
C -0.101 -2.438 1.785
C 2.525 8.204 1.018
C 1.542 5.703 1.706
C 6.941 1.505 -4.258
H 5.134 0.569 -4.943
H 8.627 2.411 -3.289
H 2.375 -2.320 5.556
H -0.048 -2.712 5.578
H 3.597 5.297 -1.234
H 5.963 1.459 0.430
H 0.159 4.743 -0.479
H 2.901 9.182 0.746
H 2.750 8.527 3.124
H 4.870 0.205 -0.158
H 2.897 -1.279 4.221
H 3.585 3.818 -2.220
H 7.642 2.253 -1.033
H 4.149 0.406 -2.691
H -3.235 -2.270 4.108
H -2.466 -3.108 5.482
H -2.950 -3.986 4.007
H 1.878 6.296 3.737
H 2.178 7.615 -1.015
H 1.906 -2.128 1.948
H 4.273 4.002 0.738
H 7.377 1.565 -5.247
H 1.148 4.729 1.978
H 3.142 -3.022 4.124
H 1.133 5.592 -1.678
H 5.415 3.695 -0.590
*
```

Computed properties:
HOMO energy ... -10.8 eV
E ... -2800.63514 hartree
Gap between HOMO and LUMO ... 6.234 eV

natural (NBO) atomic charge list, values in e, 6 entries:
1 Pt 0.31
2 S -0.14
3 S -0.06
4 S 0.07
5 F -0.35
6 F -0.36

Entry 5:
A single C3H4N4O molecule at a distorted geometry. Source: OMol25; level of theory: ωB97M-V/def2-TZVPD.

The geometry in ORCA input format:
```
! RIJCOSX wB97M-V def2-TZVPD def2/J DEFGRID3
* xyz 0 1
O -0.711 2.134 -1.618
N -0.411 -0.285 -1.509
N 0.001 -0.167 0.650
N -0.244 1.104 0.350
N 1.091 -2.049 1.703
C 0.598 -0.822 1.697
C 0.188 -0.905 -0.410
C -0.587 1.069 -1.148
H -1.013 1.247 0.854
H 0.785 -1.932 -0.427
H 0.985 -0.157 2.432
H 0.679 -2.502 0.887
*
```

Computed properties:
HOMO energy ... -9.7 eV
E ... -410.84803 hartree
SMILES ... [H]/N=C\n1cnc(=O)[nH]1
Gap between HOMO and LUMO ... 8.974 eV

natural (NBO) atomic charge list, values in e, 6 entries:
1 O -0.53
2 N -0.55
3 N -0.27
4 N -0.46
5 N -0.59
6 C 0.26

Entry 6:
A molecular structure, C18H30AlBr6Cl10F2N2O4PS at a distorted geometry. Source: OMol25; level of theory: ωB97M-V/def2-TZVPD.

The geometry in ORCA input format:
```
! RIJCOSX wB97M-V def2-TZVPD def2/J DEFGRID3
* xyz 2 1
Br -7.335 -3.044 -7.965
Br -4.296 -3.912 -7.595
Br 1.161 7.793 6.729
Br 2.411 6.834 9.489
Br 0.385 9.286 9.424
Br -6.491 -6.088 -8.341
Cl -0.212 3.225 7.085
Cl 6.263 -0.126 -1.543
Cl 4.583 -0.576 0.760
Cl 3.523 0.589 4.525
Cl 2.588 -2.496 3.332
Cl -3.832 -0.972 -1.629
Cl 6.973 -2.137 0.388
Cl 1.310 2.649 4.106
Cl 2.757 0.354 2.651
Cl 4.712 -2.546 -1.351
S -0.240 -1.770 -3.012
P -1.166 0.162 -2.723
Al -2.871 -1.885 0.616
F -6.997 -4.591 -3.811
F 0.373 -1.666 -4.393
O -0.993 -0.795 1.017
O -1.226 -2.762 -2.941
O 5.149 2.846 0.256
O 0.821 -1.896 -2.095
N 6.199 1.866 1.997
N 7.420 2.862 0.300
C 0.099 1.443 -2.771
C -5.773 -6.321 -2.789
C -6.142 -4.445 -7.416
C -2.571 0.309 -3.715
C -0.790 0.651 0.714
C 0.186 1.994 -1.297
C 1.755 8.336 8.484
C -4.820 -4.125 -3.066
C 6.200 2.550 0.807
C 0.425 0.866 -0.226
C 1.056 4.224 6.336
C 5.649 -1.355 -0.456
C -3.539 -5.871 -2.019
C 1.697 -1.107 2.815
C -3.651 -4.559 -2.457
C -5.861 -5.014 -3.220
C 0.934 4.253 4.839
C -4.600 -6.751 -2.187
H -1.714 1.042 0.304
H -2.829 -3.866 -2.330
H -3.086 -0.647 -3.659
H -0.067 4.534 4.524
H -0.597 1.102 1.676
H -4.513 -7.774 -1.851
H 2.582 9.015 8.341
H 1.353 1.075 0.295
H 7.021 1.590 2.501
H 2.021 3.837 6.653
H 0.924 -0.871 3.542
H -0.655 2.630 -1.049
H 1.029 0.929 -2.985
H -2.626 -6.211 -1.548
H 0.947 5.237 6.724
H -4.924 -3.108 -3.421
H 0.588 -0.057 -0.766
H 8.286 2.623 0.745
H 7.442 3.363 -0.569
H -2.404 0.579 -4.753
H -6.321 -4.624 -6.366
H -6.613 -6.988 -2.924
H 1.278 -1.275 1.820
H 5.304 1.642 2.370
H 1.640 4.966 4.419
H -0.095 2.236 -3.480
H -1.349 -1.189 0.176
H 1.064 2.628 -1.303
H -1.670 0.255 -1.453
H -3.239 1.044 -3.284
*
```

Computed properties:
HOMO energy ... -12.5 eV
E ... -22341.27312 hartree
Gap between HOMO and LUMO ... 3.598 eV

Mulliken atomic charge list, values in e, 6 entries:
1 Br 0.01
2 Br -0.02
3 Br -0.04
4 Br -0.02
5 Br 0.03
6 Br 0.01

Entry 7:
2 unconnected molecules or ions with the total composition H4NOPS2 at a distorted geometry. Source: OMol25; level of theory: ωB97M-V/def2-TZVPD.

The geometry in ORCA input format:
```
! RIJCOSX wB97M-V def2-TZVPD def2/J DEFGRID3
* xyz 0 1
S 3.963 0.832 0.768
S 2.778 -2.037 -0.917
P 2.611 -0.292 -0.073
O -1.118 0.149 0.936
N 1.134 0.301 -0.261
H -0.819 0.618 1.806
H 1.014 1.208 0.230
H -1.754 -0.434 1.192
H 0.247 -0.214 -0.472
*
```

Computed properties:
HOMO energy ... -9.1 eV
E ... -1270.15524 hartree
Gap between HOMO and LUMO ... 9.016 eV

natural (NBO) atomic charge list, values in e, 6 entries:
1 S -0.46
2 S -0.47
3 P 1.22
4 O -0.95
5 N -1.19
6 H 0.48

Entry 8:
2 unconnected molecules or ions with the total composition C25H24NOS3 at a distorted geometry. Source: OMol25; level of theory: ωB97M-V/def2-TZVPD.

The geometry in ORCA input format:
```
! RIJCOSX wB97M-V def2-TZVPD def2/J DEFGRID3
* xyz 1 1
S -2.897 -0.159 1.401
S 0.046 1.379 -3.892
S -1.403 -1.118 -3.643
O -0.523 -0.568 -0.307
N -1.172 0.970 2.972
C 3.181 -0.316 2.560
C 3.795 -1.047 -4.196
C 1.417 -2.472 -3.797
C -1.211 0.316 1.761
C -2.593 1.607 4.933
C -2.388 1.049 3.663
C 2.098 0.873 0.249
C 2.584 -0.367 -4.117
C -3.908 1.711 5.400
C 1.268 0.153 1.146
C -2.451 0.235 -4.314
C 1.388 -1.057 -3.811
C -4.989 1.275 4.624
C -0.170 0.020 0.879
C -1.780 1.571 -4.016
C -3.455 0.547 2.907
C 3.834 -2.445 -4.024
C 0.139 -0.328 -3.633
C -0.515 -2.026 -0.342
C 3.958 0.539 1.782
C 0.045 1.541 3.545
C 2.630 -3.154 -3.849
C 1.846 -0.544 2.227
C -4.764 0.683 3.374
C 3.433 1.097 0.610
H -2.098 1.943 -3.029
H -3.420 0.152 -3.802
H 4.718 -0.495 -4.397
H 4.986 0.766 2.081
H 0.618 0.783 4.097
H 2.543 0.699 -4.357
H -2.627 0.102 -5.391
H -0.767 -2.269 -1.375
H 4.790 -2.973 -4.026
H 0.492 -2.396 -0.092
H -0.297 2.307 4.247
H -5.575 0.331 2.737
H 3.593 -0.804 3.443
H -4.082 2.152 6.381
H 2.647 -4.243 -3.760
H 4.049 1.716 -0.036
H -6.002 1.393 4.996
H 1.662 1.256 -0.677
H 0.476 -3.027 -3.806
H 1.203 -1.230 2.791
H -1.737 1.944 5.519
H -2.025 2.326 -4.778
H 0.689 1.999 2.784
H -1.280 -2.396 0.355
*
```

Computed properties:
HOMO energy ... -8.8 eV
E ... -2291.32222 hartree
Gap between HOMO and LUMO ... 3.551 eV

natural (NBO) atomic charge list, values in e, 6 entries:
1 S 0.31
2 S 0.48
3 S 0.46
4 O -0.56
5 N -0.40
6 C -0.21